Entry 1:
Density functional theory data (ωB97M-V/def2-TZVPD) for a structure of composition C44H33IrNP2S3Te in a non-equilibrium geometry.

Atoms and positions in Å:
Ir -0.9778 0.3798 -0.6878
S -1.6950 2.0746 1.2226
P 0.1925 1.4845 1.5961
C 0.3679 -0.0716 0.8386
P 0.1213 -1.5364 1.7325
S -1.8001 -1.9363 2.2423
C 0.7213 -3.0643 0.9149
C 1.0655 -4.1548 1.7156
C 1.4493 -5.3578 1.1465
C 1.4995 -5.4952 -0.2341
C 1.1484 -4.4233 -1.0379
C 0.7536 -3.2214 -0.4654
C 1.1366 -1.5875 3.2410
C 0.5781 -1.4626 4.5056
C 1.3883 -1.5218 5.6316
C 2.7525 -1.7301 5.4989
C 3.3165 -1.8573 4.2360
C 2.5130 -1.7752 3.1112
C 1.2470 2.7211 0.7425
C 1.3025 2.7073 -0.6464
C 2.0060 3.6696 -1.3502
C 2.6670 4.6780 -0.6614
C 2.6103 4.7131 0.7225
C 1.9055 3.7423 1.4232
C 0.8231 1.6448 3.2861
C 2.1557 1.3677 3.5779
C 2.6347 1.5741 4.8591
C 1.7930 2.0690 5.8492
C 0.4683 2.3516 5.5597
C -0.0167 2.1400 4.2752
H 1.0208 -4.0735 2.7935
H 1.7115 -6.1902 1.7868
H 1.8081 -6.4332 -0.6779
H 1.1745 -4.5115 -2.1168
H 0.4852 -2.4008 -1.1097
H -0.4917 -1.3253 4.6036
H 0.9477 -1.4158 6.6147
H 3.3790 -1.7908 6.3801
H 4.3817 -2.0188 4.1285
H 2.9508 -1.8729 2.1246
H 0.8088 1.9219 -1.2129
H 2.0415 3.6253 -2.4311
H 3.2221 5.4335 -1.2025
H 3.1156 5.5011 1.2664
H 1.8683 3.7943 2.5026
H 2.8123 0.9968 2.8013
H 3.6678 1.3481 5.0886
H 2.1758 2.2329 6.8487
H -0.1887 2.7365 6.3290
H -1.0517 2.3548 4.0353
C 2.2088 -0.7784 -3.3630
C 1.7774 -0.2595 -4.5786
C 0.5671 0.3996 -4.6374
C -0.2308 0.5124 -3.4954
C 0.1596 -0.0653 -2.2737
C 1.4182 -0.6751 -2.2304
C -1.4892 1.2382 -3.4825
C -1.9865 1.9475 -4.6019
C -3.1632 2.6163 -4.5069
C -3.8973 2.5818 -3.3010
C -5.1389 3.2329 -3.1587
C -5.8354 3.1497 -1.9855
C -5.3102 2.4072 -0.9152
C -4.1007 1.7732 -1.0204
C -3.3581 1.8541 -2.2161
N -2.1475 1.2158 -2.3275
H 3.1755 -1.2626 -3.2952
H 2.3912 -0.3540 -5.4646
H 0.2433 0.8215 -5.5794
H 1.7973 -1.0381 -1.2862
H -1.4212 1.9543 -5.5204
H -3.5589 3.1715 -5.3490
H -5.5283 3.7928 -4.0004
H -6.7882 3.6500 -1.8764
H -5.8667 2.3370 0.0102
H -3.6995 1.2187 -0.1863
Te -2.5025 -1.6125 -0.6645
C -2.2498 -2.6113 -2.5263
C -2.1052 -3.9674 -2.6390
C -2.1431 -4.4260 -3.9815
C -2.3338 -3.4100 -4.8690
S -2.4618 -1.9012 -4.0767
H -1.9639 -4.6153 -1.7849
H -2.0310 -5.4607 -4.2712
H -2.3940 -3.4712 -5.9437

Properties
LUMO (spin up / spin down), eV: -0.830 / -1.570
2S+1: 2
Energy relative to the best compared isomer or geometry (same formula, charge and spin), kJ/mol: 41.4
⟨S²⟩: 0.756
Largest force on an atom, eV/A: 1.3

=====

Entry 2:
Density functional theory data (ωB97M-V/def2-TZVPD) for a structure of composition C44H36CaF6N2O5PS3Se2Si in a non-equilibrium geometry.

Atoms and positions in Å:
Ca 1.6920 -0.1697 0.1215
Se -0.4757 2.4504 1.5520
P -0.1886 1.0507 3.1594
Se 1.1651 -0.5905 2.9032
C -1.8331 0.4066 3.6005
C -2.2105 -0.8995 3.3305
C -3.5061 -1.3232 3.6125
C -4.4215 -0.4475 4.1692
C -4.0465 0.8656 4.4420
C -2.7634 1.2905 4.1539
C 0.2909 1.9433 4.6777
C 0.7189 3.2630 4.6168
C 1.1257 3.9230 5.7716
C 1.0997 3.2674 6.9911
C 0.6711 1.9454 7.0567
C 0.2748 1.2861 5.9061
H -1.4924 -1.5875 2.8980
H -3.7856 -2.3437 3.3867
H -5.4276 -0.7840 4.3887
H -4.7623 1.5561 4.8713
H -2.4796 2.3189 4.3459
H 0.7295 3.7604 3.6553
H 1.4599 4.9515 5.7127
H 1.4185 3.7780 7.8919
H 0.6508 1.4285 8.0081
H -0.0372 0.2497 5.9655
F 5.3510 -3.2236 0.1498
C 4.1568 -2.8832 -0.3260
F 3.8399 -3.6964 -1.3311
F 3.2472 -3.0133 0.6402
S 4.1772 -1.1581 -0.9889
O 2.9089 -1.0621 -1.7142
O 5.4167 -0.9990 -1.6779
N 4.0266 -0.3802 0.4325
S 4.2435 1.2541 0.5204
O 3.1325 1.7998 1.2605
O 4.6761 1.8357 -0.7169
C 5.7296 1.3214 1.5961
F 6.0468 2.6128 1.7597
F 6.7454 0.6940 1.0083
F 5.5162 0.7757 2.7858
N 1.3416 1.6631 -1.3277
S 1.6900 1.8231 -2.8567
C 2.5552 3.3429 -3.1491
C 3.7906 3.2660 -3.7667
C 4.5228 4.4326 -3.9663
C 4.0158 5.6467 -3.5387
C 2.7759 5.7119 -2.9065
C 2.0402 4.5588 -2.7096
C 0.1285 2.1775 -3.6694
C 0.0654 2.7692 -4.9261
C -1.1712 2.9637 -5.5189
C -2.3317 2.5603 -4.8670
C -2.2561 1.9548 -3.6230
C -1.0213 1.7573 -3.0146
H 0.9119 2.5014 -0.9425
H 4.1872 2.3036 -4.0637
H 5.4946 4.3833 -4.4395
H 4.5898 6.5526 -3.6873
H 2.3890 6.6639 -2.5670
H 1.0757 4.5985 -2.2173
H 0.9701 3.0856 -5.4308
H -1.2300 3.4332 -6.4929
H -3.2952 2.7156 -5.3356
H -3.1508 1.6226 -3.1104
H -0.9515 1.2708 -2.0500
O -0.0175 -1.3486 -0.3839
Si -1.1953 -2.3678 -0.6791
C -2.8216 -1.4514 -0.9110
C -3.9834 -1.9633 -1.4953
C -5.1472 -1.2081 -1.5733
C -5.1731 0.0827 -1.0601
C -4.0313 0.6132 -0.4759
C -2.8699 -0.1476 -0.4093
C -0.8477 -3.4082 -2.2197
C -1.3772 -3.0851 -3.4713
C -1.0689 -3.8243 -4.6076
C -0.2111 -4.9098 -4.5165
C 0.3341 -5.2485 -3.2850
C 0.0130 -4.5077 -2.1566
C -1.4294 -3.6274 0.7033
C -2.6739 -4.1930 0.9930
C -2.8252 -5.1518 1.9879
C -1.7243 -5.5583 2.7289
C -0.4786 -5.0058 2.4663
C -0.3380 -4.0565 1.4627
H -3.9826 -2.9679 -1.9076
H -6.0348 -1.6262 -2.0337
H -6.0828 0.6699 -1.1105
H -4.0339 1.6143 -0.0597
H -1.9897 0.2824 0.0557
H -2.0413 -2.2323 -3.5681
H -1.4974 -3.5483 -5.5642
H 0.0335 -5.4884 -5.3994
H 1.0095 -6.0920 -3.2036
H 0.4427 -4.8001 -1.2039
H -3.5521 -3.8756 0.4408
H -3.8028 -5.5730 2.1912
H -1.8400 -6.2971 3.5132
H 0.3808 -5.3045 3.0544
H 0.6392 -3.6197 1.2880

Properties
LUMO, eV: 2.168
Energy relative to the best compared isomer or geometry (same formula, charge and spin), kJ/mol: 0.0
Largest force on an atom, eV/A: 2.5
Net charge: -1

=====

Entry 3:
Density functional theory data (ωB97M-V/def2-TZVPD) for a structure of composition C44H36ClLaO3P2 in a non-equilibrium geometry.

Atoms and positions in Å:
La 0.4432 -0.0331 -0.1465
P -0.2424 -2.7384 -0.2638
C -0.2913 0.0303 2.2413
O -0.2771 0.0021 3.3820
P 0.1572 2.7113 -0.2916
C -0.0723 -3.3295 1.4050
C 1.1750 -3.2024 -1.2583
C -1.8254 -2.9749 -0.9909
C -1.4906 3.2933 -0.4761
C 0.9672 3.2755 1.2124
C 1.2634 2.9473 -1.7017
C -1.1728 -4.0466 1.8991
C -1.0140 -4.6934 3.1155
C 0.1857 -4.5651 3.8241
C 1.2468 -3.7827 3.3501
C 1.1225 -3.1256 2.1340
H -2.0810 -4.1054 1.2838
H -1.8445 -5.2979 3.4680
H 0.2911 -5.0882 4.7667
H 2.1799 -3.6939 3.9063
H 1.9321 -2.4975 1.7245
C -2.9899 -2.3881 -0.4477
C -4.1968 -2.8004 -0.9894
C -4.2041 -3.7218 -2.0450
C -3.0264 -4.2371 -2.5988
C -1.7981 -3.8469 -2.0940
H -2.9318 -1.6582 0.3713
H -5.1191 -2.4110 -0.5691
H -5.1499 -4.0486 -2.4559
H -3.0157 -4.9463 -3.4196
H -0.8257 -4.2052 -2.4647
C 1.6026 -4.4967 -0.9107
C 2.5699 -5.0887 -1.7083
C 3.0982 -4.3811 -2.7941
C 2.6928 -3.0751 -3.1024
C 1.7312 -2.4447 -2.3221
H 1.1482 -4.9805 -0.0307
H 2.8695 -6.0994 -1.4410
H 3.8428 -4.8729 -3.4052
H 3.1187 -2.5449 -3.9530
H 1.3909 -1.4163 -2.5373
C 2.3771 3.4172 1.1862
C 2.9883 4.0429 2.2634
C 2.2168 4.4068 3.3727
C 0.8435 4.1409 3.4381
C 0.1988 3.5279 2.3682
H 2.9411 3.1120 0.2918
H 4.0569 4.2583 2.1914
H 2.7063 4.9064 4.2017
H 0.2533 4.4315 4.3045
H -0.8794 3.3050 2.3694
C -2.6303 2.5860 -0.0489
C -3.8406 3.2339 -0.2000
C -3.8801 4.5133 -0.7656
C -2.7309 5.1749 -1.2020
C -1.5005 4.5599 -1.0749
H -2.5676 1.5750 0.3771
H -4.7401 2.7339 0.1339
H -4.8237 5.0225 -0.8748
H -2.7220 6.1629 -1.6495
H -0.5583 5.0115 -1.4080
C 1.6712 4.2889 -1.7718
C 2.4199 4.6834 -2.8708
C 2.7868 3.7342 -3.8295
C 2.4258 2.3841 -3.7189
C 1.6744 1.9586 -2.6319
H 1.3747 4.9855 -0.9682
H 2.6823 5.7368 -2.9217
H 3.3729 4.0669 -4.6743
H 2.7249 1.6600 -4.4767
H 1.3881 0.8940 -2.5298
H -1.6729 0.0794 -0.2329
H -0.2869 -0.0490 -1.9185
Cl 2.5971 -0.0519 7.1883
C 2.8658 -0.1273 5.4697
C 3.6817 -1.1366 4.9421
C 3.8544 -1.1972 3.5652
C 3.2196 -0.2868 2.7396
C 2.4181 0.7243 3.2628
C 2.2279 0.7977 4.6381
C 3.5304 -0.4102 1.2935
O 4.5986 -0.7399 0.8626
O 2.5045 -0.1520 0.4837
H 4.1568 -1.8438 5.6069
H 4.5037 -1.9413 3.1290
H 1.9687 1.4611 2.6236
H 1.6053 1.5566 5.0952

Properties
LUMO, eV: -9.470
Largest force on an atom, eV/A: 4.4
Net charge: +2

=====

Entry 4:
Density functional theory data (ωB97M-V/def2-TZVPD) for a structure of composition C44H36CrF9P3Sb in a non-equilibrium geometry.

Atoms and positions in Å:
Cr -0.7555 -0.8590 -0.9290
C -3.4387 0.1746 -2.0502
C -2.5577 0.9200 -3.0782
P -0.7548 0.7355 -2.6960
C -0.0414 2.3492 -2.2987
C -0.3281 3.4894 -3.0438
C 0.2938 4.6877 -2.7312
C 1.2126 4.7493 -1.6907
C 1.5225 3.6098 -0.9617
C 0.8909 2.4135 -1.2652
C 0.0573 0.2298 -4.2311
C 1.2745 -0.4414 -4.1111
C 1.9583 -0.8582 -5.2407
C 1.4299 -0.6030 -6.4988
C 0.2240 0.0713 -6.6235
C -0.4648 0.4903 -5.4951
P -2.7272 0.4387 -0.3758
C -3.7806 -0.3353 0.8722
C -5.1245 -0.0026 1.0376
C -5.8646 -0.5955 2.0462
C -5.2708 -1.5114 2.9056
C -3.9345 -1.8468 2.7513
C -3.1942 -1.2599 1.7365
C -2.8960 2.2356 -0.1892
C -4.0506 2.9016 -0.6015
C -4.1537 4.2736 -0.4345
C -3.1090 4.9907 0.1356
C -1.9561 4.3348 0.5394
C -1.8539 2.9619 0.3771
H -3.4489 -0.8988 -2.2509
H -4.4720 0.5163 -2.1060
H -2.8057 1.9818 -3.0896
H -2.7340 0.5099 -4.0706
H -1.0325 3.4474 -3.8664
H 0.0721 5.5760 -3.3074
H 1.6885 5.6907 -1.4502
H 2.2489 3.6558 -0.1603
H 1.1070 1.5203 -0.6835
H 1.6899 -0.6338 -3.1287
H 2.8960 -1.3887 -5.1412
H 1.9601 -0.9258 -7.3844
H -0.1858 0.2721 -7.6040
H -1.3915 1.0362 -5.6201
H -5.5967 0.7200 0.3852
H -6.9079 -0.3378 2.1673
H -5.8561 -1.9655 3.6937
H -3.4755 -2.5685 3.4139
H -2.1510 -1.5328 1.6106
H -4.8750 2.3689 -1.0574
H -5.0525 4.7848 -0.7523
H -3.1974 6.0614 0.2615
H -1.1359 4.8913 0.9755
H -0.9518 2.4467 0.6727
F 0.5087 -2.3424 -1.6886
P -0.6510 -3.6288 -1.7027
F -1.1638 -2.8092 -0.2372
F -0.0674 -4.1551 -3.0422
F 0.3222 -4.4695 -0.7975
F -1.8353 -4.6250 -1.5690
F -1.5976 -2.5313 -2.4598
F 5.2794 -3.7387 7.0968
C 4.4080 -3.4380 6.1486
C 3.4422 -2.4756 6.4142
C 2.5144 -2.1874 5.4349
C 2.5991 -2.8276 4.1923
C 3.5599 -3.8154 3.9549
C 4.4889 -4.1059 4.9332
Sb 1.2594 -2.2021 2.6862
C 2.3610 -2.4086 0.8922
C 2.7792 -3.6619 0.4436
C 3.6141 -3.7531 -0.6546
C 3.9887 -2.5856 -1.3011
F 4.7884 -2.6675 -2.3589
C 3.5477 -1.3343 -0.9017
C 2.7134 -1.2496 0.1984
C 1.4021 -0.0926 2.9651
C 0.2929 0.7467 2.8939
C 0.4474 2.1114 3.0932
C 1.7147 2.6089 3.3293
F 1.8655 3.9240 3.4818
C 2.8297 1.7928 3.4165
C 2.6669 0.4283 3.2456
H 3.4267 -1.9843 7.3773
H 1.7473 -1.4485 5.6314
H 3.6166 -4.3297 3.0056
H 5.2658 -4.8409 4.7741
H 2.4355 -4.5718 0.9187
H 3.9643 -4.7072 -1.0238
H 3.8662 -0.4555 -1.4472
H 2.3665 -0.2775 0.5289
H -0.7001 0.3498 2.7118
H -0.3971 2.7867 3.0947
H 3.7997 2.2192 3.6340
H 3.5305 -0.2198 3.3240

Properties
LUMO (spin up / spin down), eV: -5.421 / -8.899
2S+1: 6
⟨S²⟩: 8.799
Largest force on an atom, eV/A: 1.1
Net charge: +2

=====

Entry 5:
Density functional theory data (ωB97M-V/def2-TZVPD) for a structure of composition C44H36FeN7O5 in a non-equilibrium geometry.

Atoms and positions in Å:
Fe -0.1152 0.0196 -0.1501
O -3.8408 1.6907 1.7434
C -4.4002 0.4950 2.0076
C -5.6702 0.4845 2.5860
C -6.2951 -0.7095 2.8917
C -5.6690 -1.9185 2.6126
C -4.4165 -1.9198 2.0257
C -3.7600 -0.7306 1.7178
C -2.4565 -0.7464 1.0157
O -1.7329 0.3602 0.9634
N -2.0733 -1.8355 0.4283
N -0.8219 -1.6772 -0.1360
C -0.7949 -1.6778 -1.5722
C 0.5805 -1.4528 -2.1364
C 0.9405 -1.9148 -3.4018
C 2.1039 -1.4518 -3.9715
C 2.8847 -0.5159 -3.2654
C 2.4527 -0.0947 -2.0304
N 1.3359 -0.5531 -1.4596
H -2.9347 1.5042 1.3838
H -6.1460 1.4366 2.7855
H -7.2710 -0.6991 3.3623
H -6.1623 -2.8540 2.8456
H -3.9205 -2.8496 1.7811
H -1.2717 -2.5727 -1.9966
H 0.2898 -2.6033 -3.9250
H 2.4126 -1.7918 -4.9511
H 3.8023 -0.1300 -3.6860
H 2.9974 0.6390 -1.4454
C 5.5955 2.0727 0.9043
O 4.6971 1.3486 1.7166
C 4.7977 1.4880 3.0633
C 5.8477 2.1417 3.6907
C 5.9435 2.1670 5.0773
C 4.9853 1.5281 5.8421
C 3.9203 0.8948 5.2207
C 3.7857 0.8796 3.8355
N 2.7186 0.1783 3.2699
C 1.9254 0.5180 2.1820
N 1.9169 1.8257 1.8732
C 1.3587 2.4791 0.7588
C 0.4601 1.8837 -0.1172
C -0.0285 2.6955 -1.1537
C 0.3652 4.0116 -1.3133
C 1.2720 4.5855 -0.4275
C 1.7594 3.8178 0.6101
O 2.6511 4.2761 1.5612
C 2.9264 5.6563 1.5670
N 1.2432 -0.3683 1.5343
C 1.2143 -1.7106 1.9660
C 1.7580 -2.7212 1.1833
C 1.6187 -4.0555 1.5287
C 0.9065 -4.4032 2.6624
C 0.3678 -3.4129 3.4734
C 0.5338 -2.0791 3.1402
O 0.0645 -1.0401 3.8975
C -0.8027 -1.3480 4.9659
H 5.2801 1.8933 -0.1207
H 6.6260 1.7266 1.0323
H 5.5421 3.1451 1.1118
H 6.6248 2.6099 3.1031
H 6.7764 2.6749 5.5450
H 5.0610 1.5250 6.9214
H 3.1620 0.4017 5.8182
H 2.3155 -0.5377 3.8513
H 2.4813 2.4239 2.4513
H -0.7418 2.2758 -1.8541
H -0.0299 4.6118 -2.1248
H 1.5798 5.6138 -0.5606
H 3.5560 5.8407 2.4359
H 2.0104 6.2473 1.6574
H 3.4617 5.9664 0.6637
H 2.2739 -2.4327 0.2786
H 2.0502 -4.8238 0.8999
H 0.7579 -5.4438 2.9204
H -0.1892 -3.6962 4.3566
H -1.0785 -0.3952 5.4123
H -0.3088 -1.9696 5.7211
H -1.7063 -1.8536 4.6150
N -5.0457 3.1584 -8.3348
C -4.5521 2.6447 -7.4224
C -3.9406 2.0289 -6.3099
C -3.2122 2.8033 -5.3763
C -2.5808 2.2189 -4.3121
C -2.6495 0.8156 -4.1070
C -3.4055 0.0442 -5.0395
C -4.0243 0.6302 -6.1078
C -2.0241 0.1379 -3.0615
C -1.4748 -0.4659 -2.1395
H -3.1693 3.8757 -5.5187
H -2.0224 2.8285 -3.6130
H -3.4643 -1.0271 -4.8947
H -4.5834 0.0282 -6.8130

Properties
LUMO (spin up / spin down), eV: 1.963 / 1.962
2S+1: 5
Energy relative to the best compared isomer or geometry (same formula, charge and spin), kJ/mol: 270.2
⟨S²⟩: 6.088
Largest force on an atom, eV/A: 3.3
Net charge: -1